Entry 1:
{
  "formula": "C37H56BN8O4PRuS5",
  "method": "ωB97M-V/def2-TZVPD",
  "spin_multiplicity": 5,
  "e_above_lowest_ev": 0.9277,
  "charge": 0,
  "energy_ha": -4634.7741,
  "elements": ["Ru", "C", "C", "C", "C", "N", "C", "C", "N", "B", "N", "C", "C", "N", "C", "S", "C", "C", "C", "C", "N", "C", "C", "N", "C", "S", "C", "C", "C", "C", "C", "S", "H", "H", "H", "H", "H", "H", "H", "H", "H", "H", "H", "H", "H", "H", "H", "H", "H", "H", "H", "H", "H", "H", "H", "H", "H", "H", "H", "H", "H", "H", "H", "H", "H", "H", "O", "C", "C", "C", "C", "N", "C", "C", "C", "C", "C", "C", "O", "C", "C", "N", "H", "H", "H", "H", "H", "H", "H", "H", "H", "H", "H", "H", "C", "C", "O", "P", "S", "S", "O", "C", "C", "H", "H", "H", "H", "H", "H", "H", "H", "H", "H"],
  "xyz": [[0.358, 0.323, 0.489], [-5.208, 1.669, -2.874], [-3.700, 1.614, -2.607], [-2.905, 2.042, -3.846], [-3.382, 2.599, -1.486], [-3.349, 0.193, -2.319], [-3.606, -0.765, -3.286], [-3.245, -1.960, -2.797], [-2.746, -1.771, -1.531], [-2.178, -2.967, -0.745], [-2.089, -2.719, 0.803], [-3.214, -2.962, 1.552], [-2.900, -2.866, 2.853], [-1.563, -2.528, 2.940], [-1.082, -2.425, 1.662], [0.521, -1.961, 1.241], [-0.794, -2.684, 4.217], [0.295, -1.630, 4.456], [-0.160, -4.079, 4.152], [-1.774, -2.592, 5.388], [-0.847, -3.467, -1.359], [-0.410, -4.734, -1.040], [0.596, -5.056, -1.866], [0.797, -3.992, -2.728], [-0.066, -2.985, -2.362], [-0.154, -1.403, -2.973], [1.698, -4.070, -3.914], [2.883, -3.126, -3.748], [0.895, -3.726, -5.171], [2.223, -5.499, -4.054], [-2.809, -0.451, -1.236], [-2.401, 0.175, 0.294], [-5.501, 2.695, -3.091], [-5.755, 1.333, -1.991], [-5.496, 1.045, -3.720], [-3.046, 3.109, -4.015], [-3.223, 1.508, -4.742], [-1.843, 1.858, -3.685], [-3.706, 3.590, -1.810], [-2.315, 2.636, -1.281], [-3.899, 2.348, -0.567], [-4.012, -0.517, -4.248], [-3.284, -2.938, -3.241], [-2.948, -3.886, -0.873], [-4.153, -3.190, 1.080], [-3.530, -3.001, 3.710], [0.890, -1.427, 3.574], [0.963, -2.004, 5.232], [-0.126, -0.689, 4.807], [0.594, -4.108, 3.364], [-0.923, -4.831, 3.943], [0.321, -4.322, 5.099], [-2.392, -1.697, 5.302], [-1.206, -2.524, 6.314], [-2.418, -3.470, 5.452], [-0.858, -5.296, -0.239], [1.171, -5.961, -1.901], [2.552, -2.094, -3.775], [3.603, -3.284, -4.553], [3.379, -3.301, -2.792], [0.499, -2.716, -5.111], [0.062, -4.422, -5.286], [1.537, -3.798, -6.049], [2.897, -5.761, -3.237], [2.788, -5.566, -4.982], [1.409, -6.223, -4.104], [0.477, 7.125, -0.852], [0.515, 6.162, -1.888], [0.475, 4.775, -1.319], [0.797, 3.671, -2.154], [0.730, 2.411, -1.623], [0.331, 2.164, -0.368], [-0.013, 3.218, 0.464], [0.109, 4.543, -0.026], [-0.575, 2.862, 1.709], [-1.155, 3.776, 2.620], [-1.831, 3.330, 3.723], [-2.458, 4.298, 4.693], [-1.632, 5.411, 4.993], [-1.959, 1.937, 3.921], [-1.353, 1.093, 3.021], [-0.641, 1.513, 1.981], [0.546, 8.001, -1.237], [1.420, 6.275, -2.499], [-0.350, 6.284, -2.554], [1.103, 3.817, -3.181], [0.991, 1.543, -2.216], [-0.116, 5.378, 0.621], [-1.068, 4.838, 2.437], [-2.734, 3.760, 5.608], [-3.369, 4.722, 4.266], [-0.764, 5.082, 5.251], [-2.519, 1.542, 4.757], [-1.455, 0.021, 3.116], [6.773, -0.618, 1.748], [5.436, -0.515, 2.456], [4.375, -0.716, 1.510], [3.441, 0.472, 1.009], [2.482, -0.249, -0.596], [2.357, 1.268, 2.463], [4.553, 1.531, 0.507], [4.130, 2.639, -0.300], [5.337, 3.504, -0.597], [7.586, -0.576, 2.474], [6.881, 0.202, 1.039], [6.836, -1.561, 1.205], [5.320, 0.456, 2.943], [5.330, -1.303, 3.202], [3.363, 3.210, 0.233], [3.698, 2.254, -1.227], [5.704, 3.972, 0.316], [5.052, 4.282, -1.305], [6.133, 2.899, -1.032]],
  "mulliken_spin": [2.527, 0.000, -0.007, 0.008, 0.017, 0.011, 0.007, 0.005, 0.003, 0.014, 0.011, 0.004, -0.008, 0.003, 0.013, 0.067, 0.009, -0.002, -0.001, -0.001, 0.016, 0.000, -0.001, 0.000, -0.007, 0.019, 0.000, 0.002, 0.002, 0.000, -0.003, 0.161, 0.000, 0.001, 0.000, -0.001, 0.000, 0.000, 0.000, -0.012, -0.001, 0.003, 0.001, 0.000, -0.001, 0.000, -0.005, -0.001, 0.003, 0.001, 0.000, -0.001, 0.001, 0.000, 0.000, 0.000, 0.000, 0.000, 0.000, 0.000, -0.001, 0.000, 0.000, 0.000, 0.000, 0.000, 0.000, -0.016, 0.047, 0.161, -0.041, 0.025, 0.163, 0.089, 0.102, 0.079, 0.031, 0.000, 0.000, 0.144, -0.041, 0.179, 0.000, 0.002, 0.007, 0.020, -0.004, 0.016, 0.019, 0.002, 0.001, 0.001, 0.022, -0.040, 0.000, 0.002, 0.000, -0.008, 0.025, 0.161, 0.002, 0.001, 0.000, 0.000, 0.000, 0.000, -0.001, -0.001, -0.003, 0.000, 0.000, 0.000, 0.000]
}

Entry 2:
{
  "formula": "C37H56Br12F10NO3",
  "method": "ωB97M-V/def2-TZVPD",
  "charge": 1,
  "energy_ha": -33609.6879,
  "elements": ["C", "C", "C", "C", "C", "C", "O", "O", "C", "C", "C", "C", "F", "F", "C", "F", "F", "C", "F", "F", "C", "F", "F", "F", "C", "N", "C", "C", "C", "C", "C", "C", "C", "C", "C", "O", "C", "C", "F", "H", "H", "H", "H", "H", "H", "H", "H", "H", "H", "H", "H", "H", "H", "H", "H", "H", "H", "H", "H", "H", "H", "H", "H", "H", "H", "H", "H", "H", "H", "H", "H", "Br", "C", "C", "Br", "H", "H", "H", "H", "Br", "C", "C", "Br", "H", "H", "H", "H", "Br", "C", "C", "Br", "H", "H", "H", "H", "Br", "C", "C", "Br", "H", "H", "H", "H", "Br", "C", "C", "Br", "H", "H", "H", "H", "Br", "C", "C", "Br", "H", "H", "H", "H"],
  "xyz": [[-5.002, -5.824, 1.415], [-3.560, -5.619, 1.727], [-2.777, -4.203, 1.361], [-3.479, -3.342, 0.155], [-3.887, -3.966, -1.342], [-3.645, -5.544, -1.714], [-4.665, -6.434, -1.806], [-2.227, -5.955, -1.983], [-4.564, -2.960, -2.445], [-5.085, -3.354, -3.947], [-4.003, -4.165, -4.873], [-4.860, -5.293, -5.741], [-5.249, -6.372, -4.765], [-6.175, -4.745, -6.245], [-4.073, -5.853, -7.066], [-4.017, -4.760, -8.068], [-4.968, -6.911, -7.667], [-2.641, -6.592, -6.765], [-2.439, -7.022, -5.361], [-2.636, -7.862, -7.585], [-1.358, -5.706, -7.369], [-1.348, -5.700, -8.875], [-1.361, -4.347, -6.776], [-0.122, -6.409, -6.901], [-4.792, -1.372, -1.984], [-4.399, -0.852, -0.585], [-4.647, 0.620, -0.220], [-3.272, 1.430, -0.612], [-2.223, 1.609, 0.677], [-0.879, 2.513, 0.260], [0.063, 2.687, 1.608], [1.600, 3.166, 1.265], [2.496, 3.568, 2.578], [4.074, 3.904, 2.219], [5.006, 2.578, 1.959], [5.209, 2.320, 0.505], [6.420, 2.998, 0.017], [-3.794, -1.733, 0.486], [-3.475, -1.164, 1.849], [-5.830, -5.010, 1.681], [-5.293, -6.842, 0.874], [-3.011, -6.506, 2.295], [-2.793, -3.575, 2.376], [-1.617, -4.391, 1.148], [-1.644, -5.133, -2.005], [-5.423, -2.382, -4.550], [-6.073, -4.006, -3.796], [-3.084, -4.609, -4.300], [-3.596, -3.382, -5.675], [-5.262, -0.572, -2.701], [-4.969, 0.729, 0.903], [-5.519, 1.013, -0.928], [-2.734, 0.772, -1.449], [-3.526, 2.483, -1.097], [-2.821, 2.108, 1.577], [-1.782, 0.545, 0.972], [-1.155, 3.521, -0.267], [-0.262, 1.804, -0.470], [-0.443, 3.499, 2.282], [0.164, 1.681, 2.237], [2.177, 2.320, 0.671], [1.551, 4.142, 0.582], [2.052, 4.510, 3.156], [2.520, 2.684, 3.379], [4.168, 4.617, 1.280], [4.529, 4.472, 3.164], [6.057, 2.750, 2.453], [4.526, 1.649, 2.486], [7.391, 2.773, 0.665], [6.225, 4.170, -0.095], [6.638, 2.620, -1.089], [1.876, 5.888, -3.628], [0.433, 5.595, -2.348], [0.191, 6.825, -1.506], [1.557, 7.016, -0.126], [0.702, 4.712, -1.761], [-0.445, 5.366, -2.958], [-0.753, 6.740, -0.961], [0.190, 7.754, -2.083], [-7.070, -2.779, 2.657], [-6.222, -1.560, 3.922], [-5.762, -2.290, 5.161], [-7.261, -2.688, 6.344], [-6.942, -0.763, 4.129], [-5.368, -1.139, 3.382], [-5.092, -1.661, 5.754], [-5.265, -3.240, 4.946], [0.524, 2.109, 6.333], [1.984, 1.560, 7.505], [3.289, 2.199, 7.090], [4.039, 1.318, 5.520], [2.012, 0.467, 7.490], [1.690, 1.897, 8.503], [4.044, 2.078, 7.872], [3.193, 3.261, 6.845], [5.140, -6.579, -10.234], [3.697, -6.872, -8.954], [3.455, -5.642, -8.111], [4.821, -5.451, -6.731], [3.966, -7.755, -8.367], [2.818, -7.101, -9.564], [2.511, -5.727, -7.566], [3.453, -4.714, -8.689], [4.951, 6.895, -0.140], [5.799, 8.114, 1.124], [6.259, 7.384, 2.364], [4.759, 6.986, 3.547], [5.079, 8.911, 1.332], [6.652, 8.534, 0.585], [6.929, 8.013, 2.957], [6.756, 6.434, 2.149], [7.579, 3.764, 6.122], [6.381, 4.898, 7.164], [6.795, 4.941, 8.616], [6.276, 3.307, 9.547], [5.368, 4.516, 7.012], [6.463, 5.889, 6.710], [6.273, 5.745, 9.142], [7.872, 5.060, 8.758]],
  "lowdin_charge": [-0.023, -0.139, -0.158, 0.038, 0.073, -0.241, 0.017, 0.019, -0.008, -0.140, -0.066, -0.172, 0.002, 0.000, -0.109, 0.046, 0.028, -0.080, 0.054, 0.032, -0.126, 0.054, 0.037, 0.034, 0.123, -0.051, -0.141, -0.177, -0.211, -0.208, -0.217, -0.212, -0.211, -0.214, -0.204, -0.269, -0.135, 0.048, -0.030, 0.007, 0.092, 0.122, 0.122, 0.142, 0.129, 0.144, 0.156, 0.126, 0.146, 0.147, 0.145, 0.144, 0.125, 0.130, 0.130, 0.110, 0.109, 0.125, 0.117, 0.125, 0.127, 0.071, 0.120, 0.065, 0.058, 0.030, 0.117, 0.099, 0.105, 0.058, 0.106, 0.619, -0.710, -0.680, 0.603, 0.030, 0.055, 0.054, 0.055, 0.643, -0.684, -0.697, 0.629, 0.059, 0.026, 0.062, 0.052, 0.583, -0.686, -0.693, 0.640, 0.054, 0.061, 0.015, 0.050, 0.606, -0.702, -0.705, 0.599, 0.054, 0.056, 0.035, 0.054, 0.624, -0.658, -0.654, 0.662, 0.058, 0.062, 0.060, 0.059, 0.593, -0.692, -0.681, 0.620, 0.034, 0.052, 0.060, 0.056]
}